No. 1
An isolated ion of composition C5H8NO5 and charge +1, computed with wB97M-V/def2-TZVPD.

Results
ΔE to the lowest compared entry with this formula, charge and spin ... 155.35 kJ/mol
Spin multiplicity ... 1
Charge ... +1
SMILES ... [NH3+]C(O)(O)c1occ(O)c1O

XYZ file:
```
19
C5H8NO5, DFT wB97M-V/def2-TZVPD
N 2.389 0.889 0.699
C 1.658 -0.199 -0.243
O 1.674 -1.419 0.511
O 2.142 -0.248 -1.481
C -0.062 0.333 -0.254
O -0.617 1.470 -0.771
C -1.977 1.380 -0.639
C -2.255 0.190 -0.110
O -3.437 -0.484 0.135
C -1.049 -0.447 0.203
O -1.002 -1.584 0.898
H 2.497 1.884 0.341
H 3.388 0.474 0.910
H 2.030 0.867 1.701
H 0.836 -1.891 0.493
H 2.191 -1.214 -1.879
H -2.423 2.189 -1.081
H -3.977 -0.383 -0.574
H -2.006 -1.807 1.140
```



No. 2
C27H46Br28O7P as an isolated structure, computed with wB97M-V/def2-TZVPD.

Results
ΔE to the lowest compared entry with this formula, charge and spin ... 0.00 kJ/mol
Spin multiplicity ... 1
Charge ... +1

XYZ file:
```
109
C27H46Br28O7P, DFT wB97M-V/def2-TZVPD
C -1.192 -3.923 -3.259
C -1.529 -2.787 -4.217
O -0.495 -1.828 -4.238
C -0.799 -0.698 -5.072
C -0.720 0.570 -4.239
O 0.461 1.326 -4.409
C 1.646 0.589 -4.177
C 1.803 0.101 -2.758
O 2.469 1.032 -1.908
C 1.615 1.950 -1.302
P 0.936 1.393 0.290
C 2.176 1.018 1.528
C 2.714 -0.409 1.597
C 2.975 -1.085 0.263
C 3.609 -2.467 0.404
O 4.334 -2.586 1.613
C 3.753 -3.417 2.499
O 3.559 -3.098 3.651
C 0.045 2.865 0.878
C -1.312 2.579 1.531
C -2.407 2.406 0.481
Br -1.889 4.192 2.602
O -0.021 0.200 -0.067
C -0.437 -0.703 1.014
C -1.732 -1.407 0.654
C -1.984 -1.347 -0.847
O -2.809 -0.852 1.382
H -1.924 -4.010 -2.465
H -1.228 -4.868 -3.783
H -0.219 -3.771 -2.809
H -1.659 -3.230 -5.202
H -2.496 -2.360 -3.944
H -0.082 -0.665 -5.886
H -1.815 -0.823 -5.426
H -1.533 1.218 -4.547
H -0.933 0.317 -3.199
H 1.802 -0.234 -4.870
H 2.466 1.278 -4.354
H 0.861 -0.251 -2.352
H 2.439 -0.777 -2.793
H 0.744 2.152 -1.932
H 2.131 2.890 -1.127
H 1.713 1.241 2.485
H 2.976 1.748 1.430
H 3.624 -0.397 2.177
H 2.035 -1.030 2.173
H 3.684 -0.466 -0.277
H 2.092 -1.162 -0.364
H 2.832 -3.222 0.287
H 4.282 -2.607 -0.432
H 3.499 -4.417 2.128
H 0.708 3.343 1.586
H -0.059 3.532 0.041
H -1.293 1.794 2.269
H -2.945 3.336 0.383
H -1.986 2.119 -0.477
H -3.131 1.681 0.826
H 0.314 -1.482 1.051
H -0.471 -0.226 1.986
H -1.582 -2.457 0.867
H -2.761 -2.047 -1.127
H -2.349 -0.355 -1.101
H -1.110 -1.627 -1.420
H -3.485 -0.634 0.735
C -2.026 -2.775 -8.391
Br -1.890 -3.786 -10.015
Br -2.224 -0.893 -8.731
Br -3.431 -3.437 -7.254
H -1.097 -2.905 -7.856
C 3.688 2.484 5.097
Br 4.316 0.682 4.873
Br 4.589 3.709 3.921
Br 1.777 2.593 4.884
H 3.913 2.782 6.111
C -3.360 2.921 -10.650
Br -2.564 3.581 -9.027
Br -2.063 2.054 -11.771
Br -4.854 1.772 -10.283
H -3.735 3.775 -11.193
C -0.710 4.382 7.603
Br -0.906 2.725 8.555
Br -1.271 4.235 5.771
Br -1.618 5.838 8.467
H 0.343 4.622 7.597
C -1.728 8.563 5.690
Br -0.845 10.071 4.888
Br -2.863 9.100 7.143
Br -2.696 7.536 4.380
H -0.960 7.924 6.102
C 5.632 -7.347 5.054
Br 6.706 -8.120 6.441
Br 6.455 -7.535 3.323
Br 3.844 -8.053 5.065
H 5.556 -6.289 5.258
C -0.058 7.267 0.197
Br 0.440 5.648 1.132
Br -1.822 7.098 -0.547
Br 0.110 8.815 1.314
H 0.630 7.385 -0.626
C -4.939 -4.292 2.131
Br -4.268 -6.086 1.918
Br -3.930 -3.022 1.081
Br -6.822 -4.173 1.779
H -4.792 -4.025 3.166
C 0.043 -6.366 4.609
Br -0.265 -8.064 5.452
Br -0.374 -6.448 2.727
Br -0.931 -4.953 5.475
H 1.095 -6.133 4.704
```



No. 3
C36H46N7OPSiTl as an isolated structure, computed with wB97M-V/def2-TZVPD.

Results
ΔE to the lowest compared entry with this formula, charge and spin ... 768.92 kJ/mol
Spin multiplicity ... 1
Charge ... +1

XYZ file:
```
93
C36H46N7OPSiTl, DFT wB97M-V/def2-TZVPD
Tl -0.667 -1.249 -0.562
C 4.560 -1.746 -5.125
C 3.848 -1.569 -3.808
C 4.208 -0.553 -2.919
C 3.544 -0.391 -1.720
C 2.482 -1.223 -1.323
N 1.748 -0.946 -0.176
C 2.397 -0.909 1.016
C 3.620 -1.616 1.213
C 4.316 -1.607 2.392
C 3.870 -0.877 3.506
C 4.632 -0.891 4.806
C 2.681 -0.210 3.363
C 1.943 -0.224 2.170
N 0.678 0.453 2.206
C 0.457 1.544 2.893
C -0.996 1.874 2.879
C -1.488 0.749 1.907
N -0.381 -0.136 1.628
C 2.158 -2.259 -2.205
C 2.822 -2.413 -3.422
N 1.167 -3.234 -1.870
C 0.300 -3.828 -2.728
C -0.436 -4.729 -2.002
C 0.069 -4.612 -0.692
N 1.036 -3.711 -0.616
H 5.628 -1.553 -5.021
H 4.178 -1.053 -5.880
H 4.434 -2.758 -5.508
H 5.029 0.110 -3.173
H 3.826 0.412 -1.049
H 3.979 -2.219 0.390
H 5.222 -2.198 2.474
H 5.706 -0.831 4.624
H 4.447 -1.813 5.362
H 4.347 -0.056 5.445
H 2.273 0.310 4.222
H 1.245 2.049 3.424
H -1.454 1.994 3.861
H -2.390 0.198 2.174
H 2.565 -3.252 -4.059
H 0.270 -3.571 -3.773
H -1.219 -5.373 -2.363
H -0.210 -5.164 0.192
C -1.158 3.853 -1.201
C -1.836 2.551 -1.347
O -2.030 1.726 -0.371
N -2.266 2.148 -2.506
C -2.433 0.726 -2.818
C -1.073 0.142 -3.176
C -0.942 -0.893 -4.085
C 0.329 -1.400 -4.319
C 1.410 -0.847 -3.656
C 1.177 0.192 -2.766
N -0.041 0.677 -2.527
H -0.311 3.730 -0.525
H -1.833 4.586 -0.762
H -0.812 4.215 -2.166
H -2.032 2.752 -3.280
H -3.154 0.614 -3.624
H -2.818 0.224 -1.933
H -1.810 -1.299 -4.589
H 0.467 -2.218 -5.015
H 2.417 -1.203 -3.820
H 1.991 0.645 -2.215
C -4.141 -3.883 0.387
P -3.380 -2.409 1.175
C -4.906 -1.402 1.424
C -3.154 -3.052 2.882
H -4.950 -4.284 1.001
H -3.384 -4.657 0.248
H -4.535 -3.618 -0.595
H -5.675 -1.979 1.942
H -5.297 -1.085 0.455
H -4.685 -0.508 2.009
H -4.105 -3.376 3.310
H -2.713 -2.283 3.518
H -2.467 -3.898 2.859
C -1.891 4.836 4.043
Si -1.666 4.754 2.196
C -0.180 5.775 1.705
C -3.256 5.351 1.377
C -1.394 2.919 1.815
C -1.686 1.912 0.976
H -2.108 5.865 4.338
H -0.998 4.517 4.586
H -2.728 4.214 4.371
H -0.255 6.771 2.149
H -0.070 5.907 0.628
H 0.737 5.316 2.083
H -3.929 5.737 2.144
H -3.791 4.553 0.855
H -3.080 6.167 0.670
```



No. 4
C9H18CaNO2 as an isolated structure, computed with wB97M-V/def2-TZVPD.

Results
ΔE to the lowest compared entry with this formula, charge and spin ... 577.27 kJ/mol
Spin multiplicity ... 1
Charge ... +1

XYZ file:
```
31
C9H18CaNO2, DFT wB97M-V/def2-TZVPD
C -3.792 1.213 -0.266
C -3.134 1.094 -1.796
C -2.192 -0.258 -1.978
C -0.581 0.034 -1.680
C 0.062 -1.396 -1.099
C 1.625 -1.163 -0.557
C 1.486 -0.358 0.867
C 2.934 0.069 1.548
N 3.140 1.560 1.351
C 2.736 -0.202 3.187
O 3.295 -1.287 3.730
O 1.905 0.755 3.941
H -3.296 0.472 0.501
H -3.775 2.335 0.125
H -4.946 0.923 -0.324
H -2.479 2.050 -2.023
H -4.069 0.997 -2.526
H -2.246 -0.711 -3.073
H -2.493 -1.115 -1.211
H -0.448 0.929 -0.925
H 0.022 0.314 -2.647
H -0.606 -1.668 -0.149
H -0.013 -2.187 -1.959
H 2.278 -0.538 -1.313
H 2.065 -2.251 -0.358
H 0.937 -1.079 1.644
H 0.848 0.621 0.803
H 3.836 -0.572 1.126
H 3.376 1.792 0.342
H 2.257 2.081 1.623
Ca 1.265 -2.456 3.096
```